Entry 1:
C20H25F13NO10 | ωB97M-V with the def2-TZVPD basis set

Geometry as ORCA input:
```
! RIJCOSX wB97M-V def2-TZVPD def2/J DEFGRID3
* xyz -1 1
C -1.69471 -2.46637 1.37108
C -2.07637 -3.63177 2.27539
O -1.54479 -4.86318 1.84994
C -0.19360 -5.08135 2.26282
C 0.76168 -4.78174 1.09707
O 1.86933 -3.97895 1.47892
C 3.05304 -4.64461 1.74309
N 3.97989 -4.63713 0.62158
C 3.46962 -4.37500 -0.67155
O 3.36859 -2.95177 -0.95546
C 2.14123 -2.53705 -1.33364
C 1.64525 -2.98221 -2.68924
O 1.47778 -1.81467 -0.66748
C 2.85637 -6.12275 2.26511
O 3.23489 -7.01404 1.47443
O 2.30758 -6.25196 3.37545
C 3.75480 -3.85257 2.91062
F 4.63450 -4.60536 3.60794
F 2.78714 -3.47196 3.79698
C 4.42405 -2.51607 2.49296
F 3.64637 -1.81260 1.66134
F 4.54477 -1.76275 3.63000
C 5.88395 -2.59858 1.88886
F 6.40696 -3.82244 1.87350
F 5.87330 -2.14612 0.62302
F 6.71707 -1.79042 2.56875
H -2.05361 -1.51082 1.74701
H -2.02635 -2.66293 0.36067
H -0.60605 -2.40159 1.32745
H -3.16321 -3.74764 2.25748
H -1.81295 -3.39282 3.31097
H -0.08707 -6.10527 2.60236
H 0.07760 -4.40878 3.07650
H 0.17989 -4.17459 0.40365
H 1.03415 -5.67899 0.54100
H 4.57936 -5.44723 0.64669
H 4.19782 -4.76218 -1.38494
H 2.52531 -4.87355 -0.90250
H 2.45271 -3.34074 -3.32151
H 0.84418 -3.70752 -2.58277
H 1.23441 -2.09137 -3.15937
C -2.11435 4.24383 -1.18442
C -1.33596 3.18711 -0.43198
O -1.90002 1.87631 -0.62310
C -1.57518 1.26309 -1.75091
O -0.87214 1.68688 -2.61900
C -2.20907 -0.13814 -1.77466
F -3.49886 -0.09888 -1.40367
F -1.55941 -0.94197 -0.93819
F -2.15676 -0.66150 -2.99901
H -3.16792 4.21387 -0.90387
H -1.72319 5.23479 -0.96343
H -2.05724 4.08320 -2.26059
H -1.38550 3.36913 0.63935
H -0.28455 3.18220 -0.71624
C -2.72372 10.55820 -1.53274
C -3.93384 9.93219 -0.87493
O -4.62740 9.05186 -1.78109
C -4.11131 7.84008 -1.91954
O -3.14078 7.40937 -1.37340
C -4.98243 7.01133 -2.88116
F -5.30634 7.71513 -3.97141
F -6.11678 6.64673 -2.26893
F -4.34215 5.91452 -3.26548
H -3.01205 11.06893 -2.45192
H -2.26094 11.27911 -0.85989
H -1.98304 9.80309 -1.79269
H -4.65874 10.69627 -0.60354
H -3.66518 9.39272 0.03226
*
```

calculated total energy: -78440.0094 eV
orbital gap: 6.66 eV
F_max: 1.7 eV/Å

***

Entry 2:
C22H43N5O3PRbS2 | ωB97M-V with the def2-TZVPD basis set

Geometry as ORCA input:
```
! RIJCOSX wB97M-V def2-TZVPD def2/J DEFGRID3
* xyz -2 1
Rb 1.63730 -0.08609 -0.13420
C -1.12360 1.55251 2.78830
C -2.07980 1.09951 1.68810
N -1.64480 -0.12529 1.04600
C -1.99690 -1.34149 1.76260
C -1.13190 -1.60409 2.97270
C -1.69280 -2.00099 4.15830
C -0.87330 -2.23549 5.28880
C 0.49320 -1.93919 5.13500
C 0.97460 -1.54869 3.91380
C 2.39530 -1.09029 3.73340
N 2.38570 0.26661 3.20340
C 1.72290 1.23331 4.04800
C 1.11910 2.37721 3.22120
N 0.17240 1.88851 2.24700
N 0.20810 -1.46539 2.78160
H -1.00460 0.73771 3.50070
H -1.58760 2.41441 3.31330
H -2.13410 1.88701 0.93090
H -3.08500 0.98551 2.14220
H -2.05860 -0.16989 0.12090
H -1.88310 -2.18099 1.06650
H -3.05920 -1.32529 2.08880
H -2.76910 -2.10909 4.23910
H -1.27920 -2.57999 6.23060
H 1.15940 -1.99259 5.99210
H 2.90530 -1.72119 2.99380
H 2.94000 -1.16279 4.70100
H 3.32520 0.57691 2.97200
H 2.39500 1.67021 4.81610
H 0.91580 0.72121 4.57380
H 1.93310 2.87271 2.68690
H 0.66450 3.10681 3.92880
H 0.04300 2.56391 1.49920
C 3.39860 -5.00439 -1.41050
N 2.49990 -5.13149 -0.29050
C 2.20290 -6.48599 0.10120
C 1.52700 -4.10669 -0.13050
C 0.84520 -4.05699 1.20280
O 1.42770 -3.20369 -0.98900
H 4.42970 -5.18229 -1.08490
H 3.30810 -3.98609 -1.79060
H 3.16730 -5.70709 -2.22360
H 3.08790 -6.95539 0.55030
H 1.89830 -7.10589 -0.75900
H 1.39350 -6.49519 0.82760
H -0.20430 -4.35499 1.15200
H 0.83110 -3.02009 1.58350
H 1.35130 -4.68349 1.93500
C 0.48280 3.36331 -4.13780
C -0.21360 4.63801 -4.59110
C -0.65700 4.55841 -6.05140
O -1.33200 5.00931 -3.80340
P -2.38690 4.11141 -2.95700
S -4.03100 5.20131 -2.87900
S -1.54670 3.44551 -1.28710
O -2.58280 2.90511 -4.07790
C -3.19110 1.64741 -3.89610
C -3.94650 1.50241 -2.58230
C -2.12600 0.55741 -4.04100
H 1.36230 3.18581 -4.75250
H -0.18620 2.51661 -4.23590
H 0.78480 3.44041 -3.09580
H 0.48280 5.48491 -4.47810
H -1.35760 3.73851 -6.17690
H 0.20460 4.40341 -6.69670
H -1.16220 5.48151 -6.32790
H -3.91700 1.55541 -4.72430
H -3.24180 1.48851 -1.75350
H -4.52510 0.57831 -2.58670
H -4.61310 2.35461 -2.45550
H -1.41090 0.62961 -3.22010
H -1.59350 0.67831 -4.98400
H -2.59530 -0.42429 -4.02010
C 4.32470 1.19591 -1.34030
H 4.99080 1.94991 -0.86000
H 4.83280 1.00771 -2.31240
*
```

calculated total energy: -68718.7095 eV
orbital gap (spin up / spin down): 4.32 / 2.79 eV
F_max: 2.3 eV/Å

***

Entry 3:
C4H3F2NO | ωB97M-V with the def2-TZVPD basis set

Geometry as ORCA input:
```
! RIJCOSX wB97M-V def2-TZVPD def2/J DEFGRID3
* xyz 0 1
F -2.38991 0.36592 -0.99897
C -1.68988 -0.43953 -0.13754
F -2.13186 -0.40610 1.19905
C -0.26477 -0.13029 -0.07823
C 0.58003 0.94865 0.21430
C 1.90623 0.46744 0.11993
N 1.88396 -0.78954 -0.19879
O 0.61623 -1.12040 -0.31154
H -1.75534 -1.47492 -0.62139
H 0.21894 1.81787 0.41310
H 3.02638 0.76088 0.40008
*
```

structure (SMILES): FC(F)c1ccno1
calculated total energy: -13166.2567 eV
orbital gap: 11.28 eV
energy above the lowest of the compared OMol25 structures with the same formula, charge and spin: 1.748 eV
F_max: 5.9 eV/Å

***

Entry 4:
C18H23N5O2S | ωB97M-V with the def2-TZVPD basis set

Geometry as ORCA input:
```
! RIJCOSX wB97M-V def2-TZVPD def2/J DEFGRID3
* xyz 0 1
C -0.08018 4.05292 5.67969
C 0.46931 3.68257 4.30692
C 0.02044 4.70599 3.28223
C 0.82758 4.60447 1.96384
C 0.36882 3.41092 1.10840
C -0.55671 3.58577 0.07970
C -0.96775 2.48952 -0.67009
C -0.44675 1.21567 -0.42605
N -0.89437 0.17933 -1.23506
C -1.10225 -1.10840 -0.81796
N -0.90481 -2.03882 -1.74314
C -1.01589 -3.38291 -1.35298
C -1.30215 -3.84602 -0.11563
N -1.32649 -5.26759 -0.09503
C -1.03719 -5.57944 -1.32345
N -0.79683 -4.49007 -2.14304
C -0.46893 -4.54309 -3.55812
O 0.94475 -4.51288 -3.65226
C 1.50049 -3.58606 -4.57258
C 2.12980 -2.41440 -3.80540
O 1.12227 -1.50074 -3.41659
C -1.43990 -2.77457 0.91394
S -1.69424 -3.00030 2.49173
N -1.40425 -1.44304 0.50149
C 0.51834 1.04070 0.56034
C 0.91201 2.12784 1.34365
H -1.18708 4.07116 5.70177
H 0.24782 3.31110 6.39893
H 0.28038 5.05902 6.00399
H 0.09719 2.70868 3.96489
H 1.55974 3.61105 4.32443
H 0.14612 5.71970 3.70579
H -1.05464 4.59823 3.10995
H 0.66051 5.55046 1.42180
H 1.89468 4.60216 2.19552
H -0.96238 4.57666 -0.01610
H -1.68586 2.66391 -1.47120
H -0.72785 0.23728 -2.24181
H -0.94056 -6.59683 -1.67277
H -0.94725 -3.70965 -4.06504
H -0.88878 -5.43254 -3.97071
H 2.24359 -4.14875 -5.08867
H 0.76154 -3.19582 -5.29722
H 2.71394 -2.77934 -2.92531
H 2.86663 -1.90562 -4.46770
H 0.41888 -1.95189 -2.84199
H -1.55941 -0.67206 1.15897
H 0.98817 0.07152 0.66432
H 1.69947 2.00422 2.10362
*
```

structure (SMILES): CCCCc1ccc(Nc2nc3c(ncn3COCCO)c(=S)[nH]2)cc1
calculated total energy: -41419.9241 eV
orbital gap: 8.44 eV
energy above the lowest of the compared OMol25 structures with the same formula, charge and spin: 1.559 eV
F_max: 2.9 eV/Å

***

Question: What is the calculated total energy in the fourth record?
Answer: -41419.9241 eV